49
Properties=species:S:1:pos:R:3 method="wB97M-V/def2-TZVPD" homo_lumo_gap_ev=6.96 e_lumo_ev=-0.5 total_charge=0 e_homo_ha=-0.2755
C -2.583 -3.429 -0.391
C -1.126 -3.928 -0.007
O -0.830 -5.009 -0.033
N -0.364 -3.010 0.427
C -0.549 -1.724 0.226
H -1.637 -1.356 0.130
C 0.357 -1.110 -0.449
N 1.760 -1.333 -0.324
C 2.799 -0.522 -0.644
C 4.000 -1.096 -1.248
C 4.955 -0.039 -1.592
C 4.885 1.212 -1.424
C 3.944 1.448 -0.725
C 2.899 0.902 -0.159
N 1.863 1.396 0.475
C 1.375 0.937 1.929
O 1.769 -0.245 2.379
C 0.465 1.927 2.566
O -0.167 2.806 1.479
C -1.349 2.105 1.068
C -2.279 1.250 1.535
C -3.416 0.770 1.117
C -3.470 1.007 -0.341
C -2.640 1.749 -0.921
C -1.517 2.442 -0.662
Cl -0.312 3.285 -1.290
H -2.695 1.687 -2.153
Cl -4.736 0.308 -1.268
H -4.079 0.022 1.612
H -2.088 1.046 2.755
H 1.120 2.842 2.950
H -0.134 1.431 3.103
H 1.656 2.405 0.381
H 3.877 2.550 -0.371
H 5.764 1.694 -1.627
H 5.889 -0.459 -2.113
H 4.010 -2.085 -1.686
C 1.943 -2.769 0.133
C 0.902 -3.303 0.876
H 0.859 -4.307 0.992
H 1.199 -2.999 2.008
H 2.807 -2.945 0.469
H 1.694 -3.308 -1.085
H 0.303 -0.041 -0.650
H 0.126 -1.341 -1.687
H -0.211 -1.195 1.358
H -2.451 -2.888 -1.300
H -3.092 -4.444 -0.716
H -3.122 -2.798 0.213

=====

82
Properties=species:S:1:pos:R:3 method="wB97M-V/def2-TZVPD" homo_lumo_gap_ev=6.25 e_lumo_ev=-9.8 total_charge=+3 e_homo_ha=-0.5885
Hf -0.130 -0.453 0.054
C 3.127 -0.484 1.600
C 3.220 -0.154 0.146
C 4.477 -0.028 -0.436
C 4.595 0.290 -1.773
C 3.438 0.518 -2.503
C 2.212 0.407 -1.879
N 2.085 0.034 -0.573
C 0.969 0.700 -2.618
C 0.969 1.353 -3.840
C -0.232 1.509 -4.513
C -1.408 1.071 -3.923
C -1.358 0.520 -2.653
N -0.178 0.310 -2.033
C -2.567 0.196 -1.866
C -3.832 0.450 -2.353
C -4.931 0.241 -1.528
C -4.720 -0.201 -0.242
C -3.425 -0.462 0.200
C -3.235 -0.968 1.596
N -2.360 -0.282 -0.606
H 4.120 -0.574 2.033
H 2.605 -1.425 1.754
H 2.601 0.307 2.137
H 5.358 -0.190 0.169
H 5.566 0.371 -2.244
H 3.508 0.772 -3.549
H 1.878 1.743 -4.270
H -0.253 1.982 -5.486
H -2.342 1.196 -4.449
H -3.981 0.821 -3.354
H -5.931 0.438 -1.894
H -5.553 -0.357 0.431
H -3.812 -1.883 1.740
H -3.630 -0.243 2.311
H -2.196 -1.165 1.840
C 2.882 -4.103 1.209
C 1.518 -3.699 0.743
C 1.329 -2.994 -0.450
C 0.041 -2.759 -0.958
C -0.144 -2.608 -2.456
C -1.069 -3.070 -0.145
C -0.903 -3.767 1.062
C -2.078 -4.225 1.869
C 0.390 -4.099 1.459
H 2.980 -5.189 1.148
H 3.040 -3.834 2.255
H 3.674 -3.664 0.604
H 2.186 -2.813 -1.091
H -0.169 -3.621 -2.863
H 0.689 -2.096 -2.935
H -1.085 -2.138 -2.734
H -2.066 -3.008 -0.568
H -1.992 -5.293 2.073
H -3.019 -4.053 1.351
H -2.109 -3.720 2.838
H 0.524 -4.715 2.344
C -1.194 2.722 -0.098
N -0.626 1.563 0.629
C -0.462 1.713 1.922
C -0.062 0.637 2.721
C 0.172 0.580 4.092
C 0.478 -0.748 4.392
C 0.418 -1.450 3.204
N 0.095 -0.644 2.151
C -0.417 3.995 0.142
C -1.058 5.127 0.627
C -0.344 6.302 0.827
C 1.013 6.343 0.548
C 1.660 5.211 0.068
C 0.948 4.041 -0.136
H -2.232 2.860 0.214
H -1.198 2.495 -1.161
H -0.655 2.677 2.390
H 0.121 1.409 4.783
H 0.713 -1.161 5.360
H 0.593 -2.502 3.068
H -2.120 5.099 0.842
H -0.852 7.181 1.200
H 1.569 7.257 0.705
H 2.719 5.246 -0.153
H 1.452 3.154 -0.515

=====

119
Properties=species:S:1:pos:R:3 method="wB97M-V/def2-TZVPD" homo_lumo_gap_ev="8.17 / 9.04" e_lumo_ev="-8.1 / -7.2" total_charge=+3 e_homo_ha="-0.5964 / -0.5965" s_squared=3.783 spin_multiplicity=4
Cr -0.830 -0.278 1.180
C -1.587 2.716 -0.983
N -1.623 1.616 -1.930
C -1.247 1.976 -3.296
C -2.219 0.456 -1.604
N -2.214 0.002 -0.339
C -3.421 -0.753 0.044
C -3.754 -0.394 1.474
N -2.552 -0.516 2.363
C -2.557 -1.826 3.055
C -2.447 -2.939 2.043
N -1.369 -2.668 1.073
C -1.022 -3.744 0.386
N 0.203 -3.875 -0.243
C 0.158 -3.955 -1.700
C 1.349 -3.195 0.312
N -1.816 -4.827 0.252
C -1.266 -6.170 0.012
C -3.270 -4.754 0.113
C -2.564 0.579 3.367
C -2.115 1.849 2.699
N -0.735 1.644 2.207
C 0.076 2.696 2.445
N -0.411 3.949 2.657
C 0.113 4.807 3.723
C -1.521 4.541 1.927
N 1.415 2.583 2.559
C 2.072 1.375 3.015
C 2.331 3.679 2.233
N -2.847 -0.241 -2.580
C -2.774 -1.694 -2.638
C -3.685 0.389 -3.598
H -0.704 3.320 -1.170
H -1.537 2.330 0.027
H -2.471 3.351 -1.103
H -0.296 2.509 -3.254
H -1.984 2.628 -3.767
H -1.124 1.084 -3.904
H -3.271 -1.823 -0.063
H -4.273 -0.479 -0.580
H -4.560 -1.019 1.864
H -4.094 0.637 1.513
H -3.485 -1.928 3.623
H -1.746 -1.841 3.780
H -3.423 -3.052 1.566
H -2.258 -3.879 2.571
H -0.648 -4.616 -2.012
H 1.095 -4.367 -2.074
H 0.011 -2.970 -2.150
H 1.362 -3.320 1.395
H 1.377 -2.133 0.058
H 2.256 -3.659 -0.079
H -0.253 -6.243 0.387
H -1.276 -6.419 -1.052
H -1.896 -6.885 0.539
H -3.571 -3.785 -0.285
H -3.796 -4.956 1.046
H -3.569 -5.507 -0.614
H -1.861 0.321 4.159
H -3.557 0.668 3.814
H -2.175 2.661 3.421
H -2.790 2.103 1.876
H 0.808 4.258 4.350
H -0.722 5.136 4.344
H 0.608 5.693 3.323
H -1.797 3.926 1.081
H -1.215 5.520 1.555
H -2.396 4.686 2.565
H 2.174 0.654 2.211
H 1.536 0.953 3.865
H 3.072 1.639 3.354
H 1.804 4.477 1.722
H 3.108 3.298 1.569
H 2.804 4.078 3.131
H -2.062 -2.058 -1.900
H -2.431 -1.996 -3.630
H -3.751 -2.154 -2.463
H -3.855 1.434 -3.356
H -4.653 -0.115 -3.608
H -3.251 0.313 -4.596
N 0.341 -1.141 2.715
H 0.207 -0.761 3.646
H 1.333 -1.081 2.513
H 0.095 -2.126 2.722
O 0.812 0.167 0.101
P 2.031 0.347 -0.814
C 2.025 1.981 -1.551
C 2.574 2.193 -2.820
C 2.646 3.477 -3.339
C 2.175 4.555 -2.599
C 1.630 4.349 -1.339
C 1.556 3.066 -0.817
C 2.069 -0.793 -2.191
C 3.135 -1.665 -2.397
C 3.167 -2.459 -3.538
C 2.143 -2.379 -4.470
C 1.074 -1.509 -4.267
C 1.039 -0.718 -3.133
C 3.589 0.169 0.062
C 3.770 -0.772 1.078
C 5.006 -0.937 1.681
C 6.086 -0.167 1.268
C 5.923 0.765 0.253
C 4.683 0.936 -0.347
H 2.942 1.361 -3.406
H 3.075 3.638 -4.319
H 2.235 5.556 -3.006
H 1.264 5.194 -0.767
H 1.124 2.893 0.161
H 3.949 -1.716 -1.685
H 4.000 -3.129 -3.705
H 2.182 -2.984 -5.366
H 0.285 -1.442 -5.007
H 0.222 -0.024 -2.974
H 2.952 -1.411 1.384
H 5.132 -1.672 2.466
H 7.053 -0.299 1.733
H 6.762 1.365 -0.073
H 4.577 1.677 -1.127

=====

no.,electronic energy (eV)
1,-56721.1253
2,-48760.6852
3,-97644.2922